Entry 1:
{"formula": "C19H67BrF2N2O20PS2", "method": "wB97M-V/def2-TZVPD", "total_charge": 1, "orbital_gap_ev": 7.072, "symbols": ["C", "C", "C", "Br", "C", "C", "C", "C", "C", "C", "C", "O", "C", "C", "C", "C", "O", "C", "S", "S", "C", "N", "P", "O", "O", "O", "N", "F", "C", "C", "C", "F", "H", "H", "H", "H", "H", "H", "H", "H", "H", "H", "H", "H", "H", "H", "H", "H", "H", "H", "H", "H", "H", "H", "H", "H", "H", "H", "H", "H", "H", "H", "H", "H", "H", "H", "H", "H", "H", "O", "H", "H", "O", "H", "H", "O", "H", "H", "O", "H", "H", "O", "H", "H", "O", "H", "H", "O", "H", "H", "O", "H", "H", "O", "H", "H", "O", "H", "H", "O", "H", "H", "O", "H", "H", "O", "H", "H", "O", "H", "H", "O", "H", "H"], "xyz": [[-0.1813, 2.1352, -1.2791], [0.1659, 0.6835, -0.9994], [0.5764, 0.1727, 0.4991], [0.7052, 1.8742, 1.6243], [-0.6589, -0.8216, 1.0037], [-1.8861, 0.0267, 1.7738], [-2.6407, 1.1207, 0.8256], [-4.1852, 1.2818, 1.4481], [-4.7981, 2.7944, 1.2803], [-4.8868, 3.2682, -0.2902], [-5.2818, 2.0750, -1.3453], [-1.2596, -1.3151, -0.2371], [-2.2458, -2.3673, -0.0776], [-3.6917, -1.9272, -0.7989], [-4.8867, -3.0313, -0.5400], [-6.1401, -2.2068, 0.1970], [-0.2916, -1.8049, 2.0050], [0.8798, -2.6052, 1.7548], [0.2945, -4.3475, 1.3449], [1.6874, -2.8323, 3.4788], [1.9543, -1.9823, 0.6337], [1.4547, -2.6271, -0.6775], [3.6766, -2.7906, 0.9299], [4.5639, -2.0704, 2.0194], [4.6818, -2.8458, -0.5352], [3.5808, -4.5068, 1.3822], [1.9655, -0.4685, 0.5977], [2.3144, -0.1178, 1.8995], [3.0504, 0.2003, -0.1815], [3.3713, -0.1673, -1.7026], [2.9503, 0.9944, -2.8348], [4.8818, -0.1873, -1.8360], [-1.3342, 2.3241, -1.5250], [0.6098, 2.9980, -1.3201], [0.1652, -0.0021, -1.9771], [-2.7386, -0.7459, 2.1017], [-1.5206, 0.4585, 2.8268], [-2.1461, 2.1922, 0.9851], [-2.6361, 0.8950, -0.3210], [-4.9527, 0.5431, 0.9632], [-4.1347, 1.0162, 2.5944], [-4.0347, 3.5260, 1.8245], [-5.8625, 2.8480, 1.7800], [-3.8617, 3.7768, -0.5670], [-5.7378, 4.0866, -0.3501], [-5.9242, 1.2062, -0.8873], [-5.9486, 2.5821, -2.1889], [-4.3201, 1.6410, -1.8696], [-2.5330, -2.6669, 1.0139], [-1.8853, -3.2886, -0.7462], [-3.4614, -1.9554, -1.9644], [-4.0917, -0.8934, -0.4309], [-4.5463, -3.9766, 0.0727], [-5.3108, -3.3385, -1.6084], [-5.8373, -1.9332, 1.3014], [-6.2599, -1.1753, -0.3740], [-7.1592, -2.7733, 0.0985], [-0.2560, -4.4604, 0.0721], [1.9966, -4.1859, 3.6873], [1.1286, -1.9036, -1.3510], [2.1697, -3.2712, -1.0749], [4.7961, -3.8166, -0.8266], [3.3556, -5.0603, 0.5750], [4.0531, 0.0230, 0.4480], [2.9388, 1.3918, -0.1531], [3.0189, -1.1757, -2.1486], [1.8644, 0.8413, -3.2485], [3.7758, 1.0782, -3.6870], [2.9666, 2.0518, -2.2812], [-5.1516, 5.8254, -2.1967], [-4.5660, 6.5928, -2.2812], [-5.1602, 5.4386, -3.0850], [6.9129, -3.0715, -2.4989], [6.3993, -2.5764, -1.8431], [7.8102, -3.0828, -2.1335], [-6.8215, 6.5100, 0.5908], [-6.5002, 6.2049, -0.2709], [-6.0561, 6.9584, 0.9806], [9.4551, -1.7519, -1.1747], [9.7518, -1.2372, -0.4092], [9.1154, -1.0837, -1.7886], [8.6484, -5.2178, -0.9222], [9.2340, -4.4504, -1.0066], [8.6398, -5.6046, -1.8105], [5.0608, 3.1433, -3.4876], [4.7958, 2.4421, -2.8736], [5.8656, 2.7989, -3.9030], [-1.7871, 4.3507, 0.1382], [-2.3007, 4.8459, 0.7939], [-0.8898, 4.3395, 0.5036], [3.3009, 3.3513, 0.8094], [4.0882, 3.6544, 1.2860], [2.9332, 2.6603, 1.3804], [-2.1392, 0.2609, 5.2247], [-2.4042, -0.4403, 5.8387], [-1.3344, -0.0835, 4.8092], [6.2017, -1.3762, 4.6864], [6.8638, -1.6226, 4.0232], [5.3567, -1.5954, 4.2662], [1.8129, 4.6709, -1.4697], [1.2993, 5.1661, -0.8140], [2.7102, 4.6597, -1.1043], [-2.9627, -4.9543, -1.6133], [-3.4067, -5.8154, -1.6290], [-2.2083, -5.0690, -2.2103], [-4.7263, 8.4549, -3.5608], [-5.5580, 8.9321, -3.7007], [-4.5935, 7.9686, -4.3883], [0.6596, -1.3242, 6.4528], [1.4484, -1.0095, 6.9193], [1.0143, -1.7857, 5.6781], [1.0733, -6.4778, -1.1507], [1.1018, -6.7552, -0.2227], [0.9471, -7.3053, -1.6386]]}

Entry 2:
{"formula": "C10H8FN3S", "method": "wB97M-V/def2-TZVPD", "total_charge": 0, "orbital_gap_ev": [5.940, 6.126], "relative_energy_kj_mol": 138.4, "symbols": ["C", "C", "C", "C", "C", "C", "C", "C", "C", "C", "N", "N", "N", "F", "S", "H", "H", "H", "H", "H", "H", "H", "H"], "xyz": [[4.0958, -0.4427, -0.4842], [-1.9000, 0.2576, 0.0266], [0.4124, -0.2623, -0.1501], [-0.9054, -0.7175, -0.0645], [-1.5882, 1.6131, 0.0314], [0.6006, 1.1230, -0.1628], [1.6632, -1.0047, -0.2265], [2.7736, -0.0410, -0.3227], [-1.2638, -2.1603, -0.0853], [-2.6316, 2.6679, 0.1797], [5.1626, -0.8369, -0.6497], [-0.3276, 2.0358, -0.0786], [1.7595, -2.2687, -0.2311], [2.8202, -0.1221, 2.2831], [2.3110, 1.5837, -0.3307], [-2.9302, -0.0546, 0.0959], [-1.9464, -2.3536, -0.9126], [-0.3768, -2.7771, -0.1874], [-1.7817, -2.4236, 0.8358], [-2.6364, 3.0239, 1.2086], [-2.3981, 3.5178, -0.4565], [-3.6166, 2.2810, -0.0616], [2.7037, -2.6385, -0.2566]]}

no.,strongest force on any atom (eV Å⁻¹)
1,7.76
2,2.46